Entry 1:
Entry from the OMol25 dataset: a structure of composition C15H29FeOS in a non-equilibrium geometry (wB97M-V/def2-TZVPD).

CARTESIAN COORDINATES (ANGSTROEM)
C 1.28771 2.17022 -0.61857
H 2.21504 2.69118 -0.34277
H 1.50324 1.60573 -1.53860
H 1.06385 1.48000 0.23521
C 0.18357 3.18207 -0.85523
H -0.68711 2.68444 -1.30059
H -0.14484 3.58771 0.10646
C 0.65327 4.31717 -1.76273
H -0.16348 5.01544 -1.94875
H 1.47789 4.86814 -1.30199
H 1.00232 3.92894 -2.72388
C -0.95413 -2.02090 0.07605
C -1.58782 -1.11713 -0.85027
C -0.61984 -0.76626 -1.84920
C 0.61602 -1.41699 -1.52716
C 0.41906 -2.19155 -0.32860
C 1.42944 -3.06820 0.31996
C 1.84291 -1.36232 -2.36198
C -0.86289 -0.00605 -3.10096
C -3.02173 -0.72535 -0.85601
C -1.61210 -2.70023 1.21923
Fe 0.09894 -0.10626 0.16545
H 2.72343 -1.61261 -1.76241
H 1.79192 -2.05469 -3.21479
H 1.99537 -0.35637 -2.77904
H 2.43496 -2.73415 0.02990
H 1.36703 -3.02719 1.41710
H 1.32660 -4.12296 0.01925
H -2.45291 -2.10095 1.59303
H -2.01353 -3.68246 0.93196
H -0.91068 -2.86762 2.04856
H -3.16339 0.19274 -1.44341
H -3.65265 -1.50444 -1.31171
H -3.40036 -0.53993 0.15894
H -0.03413 0.68438 -3.32090
H -0.94917 -0.68272 -3.96702
H -1.78098 0.58556 -3.03402
C 0.37883 -0.88226 4.12855
S 0.81885 0.19415 2.74003
C -0.28025 1.56422 3.13607
O 2.23962 0.63650 2.95274
H -0.70556 -0.84811 4.29610
H 0.91984 -0.51563 5.01661
H 0.69354 -1.90643 3.87634
H 0.25941 2.25346 3.78751
H -0.56596 2.08883 2.21768
H -1.17916 1.18886 3.62788

Calculated values
Net charge = +2
Energy relative to the best compared isomer or geometry (same formula, charge and spin) = 0.0 kJ/mol
Multiplicity = 6
HOMO level (spin up / spin down) = -15.8 / -16.5 eV
E_tot = -63276.67344 eV

---

Entry 2:
Entry from the OMol25 dataset: a cluster of 9 separate species, C18H54O9 in total in a non-equilibrium geometry (wB97M-V/def2-TZVPD).

CARTESIAN COORDINATES (ANGSTROEM)
C -18.92073 -14.16698 -4.42437
C -20.26396 -13.40899 -4.44885
O -21.24074 -14.38477 -4.88536
H -19.17913 -15.17803 -4.10961
H -18.32876 -13.68261 -3.64779
H -18.47573 -14.19239 -5.41907
H -20.09420 -12.53774 -5.08148
H -20.45803 -12.94810 -3.48034
H -22.07622 -13.91522 -4.94110
C -31.46998 -11.44576 -6.95367
C -32.95050 -11.68091 -6.98548
O -33.19192 -12.60571 -8.08662
H -31.25952 -10.58883 -6.31375
H -31.13580 -11.11578 -7.93730
H -30.82402 -12.25850 -6.62157
H -33.64889 -10.84757 -7.06227
H -33.30218 -12.03288 -6.01566
H -32.50480 -12.47954 -8.74506
C -28.89340 -15.62761 -2.31697
C -28.28712 -15.97444 -3.70935
O -26.84959 -15.95498 -3.75496
H -28.73946 -16.49385 -1.67352
H -29.94649 -15.34935 -2.35784
H -28.32477 -14.83038 -1.83824
H -28.64073 -15.21390 -4.40551
H -28.65933 -16.94345 -4.04191
H -26.68073 -15.24593 -4.37971
C -35.02515 -15.22613 -0.33962
C -33.93963 -16.00158 0.34979
O -33.74934 -17.23069 -0.33539
H -35.25132 -14.20804 -0.02269
H -35.93000 -15.80920 -0.16820
H -34.90451 -15.15926 -1.42086
H -34.16243 -16.12575 1.40952
H -32.97777 -15.49936 0.24628
H -33.20098 -17.76332 0.24531
C -21.34021 -20.54072 -6.80024
C -21.63538 -19.13084 -6.51899
O -23.05161 -19.15757 -6.13888
H -20.30161 -20.66061 -7.10854
H -21.98481 -20.59142 -7.67775
H -21.68300 -21.12405 -5.94566
H -21.50618 -18.50369 -7.40109
H -21.00558 -18.62044 -5.79032
H -23.32747 -18.36412 -5.67419
C -29.78854 -21.98783 0.09441
C -29.78636 -20.80583 1.06166
O -31.09208 -20.72015 1.36752
H -30.02380 -22.85788 0.70740
H -28.76348 -22.17040 -0.22809
H -30.52119 -21.83137 -0.69733
H -29.51664 -19.90183 0.51564
H -29.20843 -21.00868 1.96330
H -31.23233 -21.43157 1.99666
C -26.40190 -10.88340 -7.88644
C -25.43475 -11.13328 -6.66014
O -25.29970 -12.54711 -6.59208
H -27.37594 -11.35162 -7.74460
H -26.05735 -11.23814 -8.85779
H -26.58238 -9.80849 -7.87729
H -25.88546 -10.63098 -5.80418
H -24.42104 -10.76798 -6.82464
H -24.97177 -12.90842 -7.41883
C -32.47023 -17.67282 -6.81532
C -31.48528 -18.81129 -6.80907
O -30.43700 -18.58794 -7.69181
H -32.87718 -17.58625 -7.82279
H -32.08235 -16.68364 -6.57203
H -33.30770 -17.95793 -6.17858
H -31.91823 -19.75493 -7.14105
H -31.03485 -18.93432 -5.82415
H -29.81303 -19.29088 -7.49653
C -27.11205 -16.22548 4.09882
C -26.68623 -14.95281 3.43064
O -25.93543 -14.16851 4.30375
H -27.68826 -16.76901 3.35004
H -27.75655 -16.04756 4.95967
H -26.22739 -16.76553 4.43620
H -27.53618 -14.42292 3.00063
H -26.17501 -15.23814 2.51121
H -25.40196 -13.66379 3.68547

Calculated values
Energy relative to the best compared isomer or geometry (same formula, charge and spin) = 578.2 kJ/mol
SMILES = CCO.CCO.CCO.CCO.CCO.CCO.CCO.CCO.CCO
HOMO level = -10.0 eV
E_tot = -37963.87275 eV